This record from OMol25 describes one molecule with the formula C5H10O2. The level of theory is wB97M-V/def2-TZVPD.

Last column: natural (NBO) charge in e.
Element x y z (Å)
C  2.152  -0.927  -0.381  -0.6298
C  1.107  -0.829  0.720  -0.0670
O  0.386  0.396  0.629  -0.5355
C  -0.973  0.276  0.279  -0.0043
C  -1.621  1.638  0.490  -0.6156
C  -1.126  -0.117  -1.184  0.4181
O  -1.957  -0.886  -1.599  -0.5117
H  2.810  -0.052  -0.353  0.2155
H  2.760  -1.831  -0.264  0.2140
H  1.681  -0.965  -1.369  0.2049
H  0.417  -1.683  0.674  0.1710
H  1.588  -0.849  1.707  0.1822
H  -1.482  -0.491  0.883  0.1840
H  -2.697  1.587  0.300  0.2217
H  -1.453  1.961  1.521  0.2293
H  -1.179  2.379  -0.185  0.2145
H  -0.412  0.393  -1.868  0.1087

- SMILES string = CCO[C@@H](C)C=O
- orbital gap (Ha) = 0.391
- total energy (hartree) = -346.96289
- net charge = 0
- HOMO (eV) = -9.6
- energy above the lowest of the compared OMol25 structures with the same formula, charge and spin (kcal/mol) = 39.2